The following is a quantum chemistry calculation of a 9-piece molecular cluster, C42H93N3O18 overall, from the OMol25 dataset.

Structure (XYZ):
```
156
Properties=species:S:1:pos:R:3:forces:R:3:lowdin_charge:R:1
C -1.988699 12.579222 -0.303795 -0.021 -1.050 0.630 -0.113
O -1.633414 13.879604 -0.688388 -0.114 -0.100 -0.271 -0.186
C -2.720444 14.557981 -1.292665 0.026 0.350 0.027 -0.186
C -3.190030 14.039425 -2.629809 -0.078 0.874 -0.256 -0.207
O -3.922824 12.854161 -2.509292 0.086 -0.464 0.274 -0.131
C -4.431228 12.394779 -3.731527 -0.219 0.294 -0.915 -0.196
C -5.255845 11.145112 -3.517593 0.601 -0.004 0.539 -0.215
O -5.563291 10.608217 -4.771130 -0.243 0.217 -0.372 -0.171
C -6.742849 9.852327 -4.779388 -0.279 -0.656 0.372 -0.118
H -1.281147 12.190663 0.434687 0.212 0.357 -0.049 0.069
H -2.000866 11.841403 -1.114137 -0.054 0.329 -0.216 0.085
H -2.969595 12.538310 0.185592 -0.042 0.175 -0.153 0.098
H -2.383355 15.582413 -1.464417 0.091 -0.012 0.055 0.123
H -3.560355 14.606015 -0.589784 -0.061 -0.114 -0.004 0.132
H -2.346014 14.001231 -3.331351 0.024 -0.465 0.067 0.114
H -3.840356 14.825229 -3.048782 -0.046 0.001 0.037 0.135
H -3.637779 12.207672 -4.463007 0.102 -0.241 0.179 0.110
H -5.063341 13.151527 -4.222810 -0.051 0.102 0.256 0.138
H -6.147084 11.393978 -2.932068 -0.110 -0.054 -0.080 0.127
H -4.658003 10.430729 -2.935921 -0.089 -0.057 0.109 0.130
H -7.584530 10.386926 -4.322123 0.040 0.167 -0.202 0.087
H -6.642380 8.914759 -4.209397 0.170 0.100 -0.006 0.090
H -6.983020 9.569505 -5.801233 0.049 0.217 -0.079 0.088
C 7.343631 17.562852 -1.358226 0.241 0.521 0.329 -0.122
O 6.298786 16.784734 -1.867986 -0.228 -0.530 -0.426 -0.198
C 5.006970 17.109299 -1.364866 0.944 0.000 0.157 -0.193
C 4.534990 18.478114 -1.812923 -0.708 -0.639 0.176 -0.206
O 4.910233 19.459099 -0.874837 0.082 0.257 -0.182 -0.137
C 4.426902 20.729128 -1.252632 -0.509 -0.132 0.326 -0.201
C 4.780853 21.721445 -0.166492 0.609 -0.268 -0.278 -0.224
O 4.343133 22.986114 -0.586496 -0.324 0.176 0.287 -0.187
C 4.640055 24.003635 0.353499 0.453 -0.010 -0.604 -0.106
H 7.523081 18.471297 -1.948278 -0.154 -0.018 -0.026 0.086
H 8.272235 16.991361 -1.363854 -0.121 -0.189 -0.090 0.084
H 7.137075 17.882074 -0.329299 0.028 -0.066 -0.021 0.089
H 5.067439 17.032615 -0.272815 -0.348 0.314 0.003 0.107
H 4.327629 16.323380 -1.691083 0.071 0.022 -0.255 0.091
H 3.437993 18.411774 -1.907348 -0.013 0.323 0.148 0.125
H 4.904333 18.715416 -2.817135 0.243 -0.020 -0.017 0.125
H 3.330671 20.687321 -1.321974 0.002 0.042 -0.208 0.129
H 4.823455 21.036946 -2.227740 0.081 0.063 0.071 0.134
H 5.872320 21.699796 -0.029663 -0.024 0.111 0.083 0.133
H 4.322197 21.421207 0.781943 -0.084 0.034 0.012 0.131
H 4.419226 23.698423 1.379439 -0.130 0.031 -0.012 0.086
H 4.070132 24.884030 0.063825 -0.127 -0.044 0.156 0.086
H 5.704597 24.264644 0.272083 -0.045 -0.038 0.233 0.089
C 2.341964 6.276758 -2.734754 0.251 -0.387 -0.352 -0.104
O 1.723961 7.514815 -2.982066 -0.078 0.292 0.455 -0.209
C 0.348759 7.473526 -2.643897 -0.374 -0.103 -0.360 -0.199
C -0.231124 8.859739 -2.712208 0.545 1.921 0.311 -0.182
O -0.014061 9.569277 -3.916632 0.482 0.015 -0.345 -0.189
C -0.640360 9.074917 -5.099229 -0.031 -0.679 0.908 -0.175
C -0.382334 9.988569 -6.269677 -0.147 0.153 -0.418 -0.191
O -1.205490 11.139027 -6.336074 -0.496 -0.014 -0.064 -0.156
C -1.072827 11.989879 -5.230381 0.541 0.626 0.161 -0.125
H 3.285185 6.243923 -3.281331 0.036 0.165 0.069 0.086
H 1.744359 5.443542 -3.122828 -0.096 0.039 0.104 0.095
H 2.546355 6.110115 -1.672544 -0.121 0.026 0.044 0.081
H 0.190548 7.131313 -1.612898 0.040 -0.270 -0.093 0.131
H -0.115621 6.786454 -3.361843 -0.321 -0.073 0.286 0.127
H 0.300425 9.489345 -1.981638 0.309 -0.355 -0.019 0.109
H -1.255347 9.051456 -2.362240 -0.302 -1.104 -0.318 0.135
H -1.707905 8.935892 -4.866890 -0.067 0.273 -0.429 0.139
H -0.254877 8.071111 -5.325501 0.141 0.164 -0.140 0.121
H -0.584009 9.416319 -7.176467 -0.149 0.072 -0.013 0.131
H 0.667738 10.289190 -6.357578 0.083 -0.127 0.424 0.108
H -1.336577 11.489391 -4.296194 0.132 0.075 0.062 0.082
H -1.679504 12.892835 -5.318041 -0.341 -0.302 -0.474 0.081
H -0.048282 12.398838 -5.186828 0.079 -0.343 0.243 0.087
C 1.569344 10.951403 1.527606 -0.153 0.382 1.055 -0.097
O 1.885498 10.493203 0.244953 -0.302 -0.317 -0.210 -0.198
C 3.024563 9.660575 0.134149 -0.011 0.227 -0.119 -0.176
C 2.799000 8.224390 0.576521 0.222 -0.301 0.034 -0.180
O 2.362143 8.088178 1.914180 -0.008 -0.109 -0.226 -0.137
C 3.421574 8.188361 2.846161 0.177 0.104 -0.219 -0.199
C 2.821451 8.255693 4.227537 0.042 -0.353 -0.443 -0.210
O 2.178019 7.040475 4.542712 0.137 0.073 -0.035 -0.169
C 1.739187 7.021677 5.879074 0.137 -0.530 0.275 -0.117
H 1.337348 10.167356 2.250612 0.154 -0.217 -0.226 0.077
H 0.668661 11.566092 1.488175 0.064 0.072 -0.393 0.069
H 2.363799 11.577524 1.956185 0.114 -0.044 -0.148 0.102
H 3.879074 10.129768 0.634570 -0.002 -0.026 0.095 0.127
H 3.231812 9.650147 -0.939176 0.226 -0.144 0.030 0.115
H 3.718501 7.631826 0.454869 0.133 0.242 -0.174 0.132
H 2.073956 7.754782 -0.090596 -0.312 0.123 0.253 0.108
H 4.012993 9.095039 2.660614 -0.161 0.174 0.188 0.124
H 4.144899 7.371639 2.720290 -0.285 -0.272 0.129 0.134
H 2.090779 9.072231 4.192609 0.088 0.143 0.415 0.126
H 3.622645 8.429820 4.954251 -0.084 0.331 0.041 0.129
H 2.524023 7.375978 6.558085 -0.085 0.216 -0.019 0.085
H 1.560338 5.982015 6.156724 -0.139 0.016 -0.156 0.088
H 0.814428 7.584000 6.034990 0.060 0.179 -0.056 0.089
C 3.381598 12.355166 -6.483954 -0.097 0.604 0.387 -0.105
O 4.709095 12.821544 -6.508003 0.002 -0.430 -0.332 -0.169
C 5.166471 13.353841 -5.285513 0.443 0.166 -0.135 -0.201
C 4.955237 14.843231 -5.197682 -0.368 0.505 0.575 -0.210
O 5.786198 15.486151 -6.126567 0.508 -0.327 -0.462 -0.119
C 5.812054 16.887170 -6.036810 -0.461 -0.038 0.485 -0.202
C 7.103265 17.413449 -6.618196 -0.555 -0.340 0.315 -0.216
O 8.164771 17.005537 -5.796494 0.095 -0.314 -0.132 -0.170
C 9.419260 17.340450 -6.322756 0.036 0.675 -0.362 -0.122
H 3.120449 11.963064 -7.463062 0.167 -0.167 0.005 0.095
H 2.679047 13.172418 -6.262007 -0.013 -0.054 0.034 0.083
H 3.265152 11.595298 -5.702921 -0.154 -0.114 -0.132 0.055
H 6.245546 13.184030 -5.255604 -0.001 -0.040 -0.050 0.133
H 4.736043 12.838940 -4.419941 -0.230 0.078 -0.017 0.105
H 5.197527 15.197480 -4.183387 -0.006 -0.153 -0.005 0.121
H 3.900231 15.109954 -5.371953 -0.008 -0.115 -0.068 0.112
H 5.707894 17.174919 -4.980569 0.108 0.163 -0.062 0.119
H 4.957922 17.293182 -6.600281 0.072 0.197 0.052 0.126
H 7.074110 18.509103 -6.637234 -0.099 0.049 -0.329 0.129
H 7.144239 16.982743 -7.627745 0.480 0.229 -0.070 0.134
H 9.508173 18.429912 -6.472347 0.021 -0.033 0.284 0.086
H 9.603171 16.929545 -7.324329 -0.091 -0.406 0.171 0.088
H 10.173180 17.009012 -5.616117 0.078 -0.064 -0.050 0.087
C -1.915881 17.269819 -4.696939 0.492 0.353 -0.319 -0.105
O -1.228201 16.043337 -4.654426 -0.252 -0.721 0.211 -0.206
C 0.000594 16.066390 -3.935147 -0.714 0.365 -0.262 -0.180
C 1.081768 16.775107 -4.715209 0.463 0.355 0.573 -0.179
O 1.017875 18.172659 -4.448762 -0.287 0.031 -0.173 -0.162
C 1.738493 18.920769 -5.401722 -0.103 0.244 -0.229 -0.203
C 1.453880 20.405452 -5.281786 0.205 -0.265 0.019 -0.209
O 0.214051 20.792423 -5.815585 -0.394 -0.257 -0.216 -0.173
C -0.867078 20.706809 -4.902751 0.274 0.191 0.401 -0.106
H -1.354390 17.972921 -5.319425 -0.204 0.138 0.033 0.073
H -2.029596 17.722505 -3.704300 -0.012 -0.101 0.072 0.093
H -2.893127 17.106218 -5.143531 -0.045 -0.146 0.031 0.092
H 0.263874 15.027090 -3.744374 0.075 -0.011 -0.041 0.109
H -0.198128 16.574163 -2.981180 0.414 -0.043 0.071 0.127
H 0.946667 16.598115 -5.786192 -0.014 -0.157 -0.023 0.136
H 2.075580 16.432302 -4.403451 -0.004 -0.262 -0.106 0.112
H 1.440608 18.631621 -6.420499 0.120 -0.144 0.062 0.134
H 2.820224 18.762976 -5.287171 0.009 -0.103 0.005 0.122
H 2.207852 20.900773 -5.895326 0.076 0.187 0.187 0.128
H 1.543807 20.706840 -4.233806 0.126 0.178 0.021 0.129
H -1.788518 20.481070 -5.435630 0.049 0.086 -0.157 0.087
H -0.963254 21.667763 -4.384711 -0.173 -0.049 0.029 0.090
H -0.697687 19.925589 -4.158252 -0.036 0.012 -0.057 0.071
C 1.043581 14.681066 0.628519 -0.241 -0.577 -0.733 -0.076
C 2.407144 15.066749 0.951456 -0.334 0.074 0.135 -0.265
N 3.491196 15.366064 1.169761 0.214 0.028 0.135 0.148
H 1.089436 13.796557 -0.010386 0.054 -0.001 0.029 0.046
H 0.531123 15.423189 0.021217 0.094 0.215 0.164 0.079
H 0.412453 14.405548 1.468316 0.220 0.256 0.289 0.084
C 3.660292 9.206491 -4.453862 0.624 0.562 0.454 -0.070
C 3.043889 8.705725 -5.665293 -0.187 -0.154 -0.085 -0.269
N 2.545943 8.316556 -6.624617 0.065 0.031 0.122 0.160
H 4.441239 9.935193 -4.683384 -0.023 -0.086 -0.245 0.082
H 4.133824 8.424547 -3.864635 -0.150 -0.201 -0.129 0.077
H 2.942069 9.714657 -3.815089 -0.272 -0.185 -0.146 0.054
C 1.463796 11.915965 -2.353959 0.372 -0.150 -0.171 -0.042
C 2.281957 13.110729 -2.443843 -0.304 -0.163 -0.081 -0.246
N 2.905705 14.067808 -2.507172 0.312 0.519 -0.065 0.188
H 0.844572 11.798253 -3.240676 -0.197 0.102 0.132 0.062
H 0.903347 11.946083 -1.424460 -0.223 -0.132 -0.116 0.067
H 2.128178 11.053378 -2.322939 -0.073 -0.031 0.143 0.058
```
Forces are in eV/Å.

- E_HOMO: -9.0617 eV
- Relative energy (zero: lowest compared OMol25 entry of this formula, charge and spin): 7.613 eV
- SMILES: COCCOCCOC.COCCOCCOC.COCCOCCOC.COCCOCCOC.COCCOCCOC.COCCOCCOC.CC#N.CC#N.CC#N
- Electronic energy: -86376.5676 eV
- Total charge: 0
- Lowest unoccupied orbital energy: 0.46 eV
- M: 928.21 g/mol